# 1
# C4H6NO2

2 unconnected molecules or ions with the total composition C4H6NO2 in a non-equilibrium geometry (ωB97M-V/def2-TZVPD, the Open Molecules 2025 dataset).

- Relative energy (zero: lowest compared OMol25 entry of this formula, charge and spin): 1.260 eV
- Orbital gap: 0.3982 Ha
- E_LUMO: -5.25 eV
- Charge: +1
- Max |F|: 5.68 eV Å⁻¹
- Calculated total energy: -9821.3407 eV
- 2S+1: 1

Cartesian coordinates (Å):
C -2.75542 -1.36292 -1.54320
C 1.17774 0.82332 -1.59486
C 0.89973 -0.07609 0.69377
C 0.67990 0.42925 2.02995
N 0.93106 0.62655 -0.37462
O -3.68073 -1.92209 -1.83639
O -1.76514 -0.80131 -1.27484
H 2.23492 1.05055 -1.72228
H 0.40266 0.85070 -2.37093
H 0.98813 -0.21643 2.73532
H 0.73929 -1.17861 0.48087
H -0.53904 0.28831 2.52438
H 0.68692 1.48878 2.25282

---

# 2
# CH2NO2S2

A gas-phase ion, CH2NO2S2 (charge -1) in a non-equilibrium geometry (ωB97M-V/def2-TZVPD, the Open Molecules 2025 dataset).

- Structure (SMILES): NC([S-])=S(=O)=O
- Relative energy (zero: lowest compared OMol25 entry of this formula, charge and spin): 0.336 eV
- Orbital gap: 0.2556 Ha
- E_LUMO: 3.71 eV
- Charge: -1
- Max |F|: 3.54 eV Å⁻¹
- Calculated total energy: -28325.6601 eV
- 2S+1: 1

Cartesian coordinates (Å):
N 0.54445 -0.07812 -0.97003
C 0.79223 0.40038 0.19600
S 2.10073 1.26693 0.60192
S -0.97424 -0.32114 1.32730
O -1.84513 0.83659 1.20671
O -1.29338 -1.31342 0.27173
H 1.09329 -0.17600 -1.84011
H -0.41795 -0.61521 -0.79353

---

# 3
# C6H13N2O

2 unconnected molecules or ions with the total composition C6H13N2O in a non-equilibrium geometry (ωB97M-V/def2-TZVPD, the Open Molecules 2025 dataset).

- Relative energy (zero: lowest compared OMol25 entry of this formula, charge and spin): 5.110 eV
- Orbital gap: 0.3708 Ha
- E_LUMO: -2.95 eV
- Charge: +1
- Max |F|: 3.88 eV Å⁻¹
- Calculated total energy: -11449.6038 eV
- 2S+1: 1

Cartesian coordinates (Å):
C 1.26007 -2.26569 0.36010
C -0.03423 -1.68691 0.76240
C 0.67813 2.75192 -1.26646
C 0.58308 -1.51321 -0.62302
C -0.35374 1.72377 -1.03154
C -1.70308 1.26984 1.00497
N -1.40998 1.21304 -0.46080
N 0.96007 -0.10866 -0.94205
O -0.08280 1.94021 -2.26627
H 2.23952 -1.92498 0.54252
H 1.22152 -3.34336 0.30328
H -0.86920 -2.41990 0.77488
H -0.25887 -0.91152 1.46286
H 0.33790 3.73504 -1.19404
H 1.68902 2.59933 -1.27467
H 0.04512 -2.03086 -1.44206
H -0.94388 1.79446 1.50016
H -2.63374 1.84452 1.33729
H -1.72741 0.12723 1.26695
H -1.91164 0.55229 -0.98019
H 1.65719 0.30598 -0.29081
H 1.10263 -0.20430 -1.93674

---

# 4
# C4H8N3O

2 unconnected molecules or ions with the total composition C4H8N3O in a non-equilibrium geometry (ωB97M-V/def2-TZVPD, the Open Molecules 2025 dataset).

- Relative energy (zero: lowest compared OMol25 entry of this formula, charge and spin): 7.930 eV
- Orbital gap: 0.3379 Ha
- E_LUMO: -5.06 eV
- Charge: +1
- Max |F|: 4.10 eV Å⁻¹
- Calculated total energy: -10782.3706 eV
- 2S+1: 1

Cartesian coordinates (Å):
C 0.52896 0.65187 -3.14527
C 1.53141 0.05249 1.60445
C 0.29049 -0.49869 1.66409
C -2.06206 0.07807 -1.05743
N -0.72350 0.44743 -3.00910
N 0.21762 0.81560 -1.00387
N -1.01494 0.40435 -1.72278
O 1.15064 0.95373 -2.03864
H 1.01633 0.73856 -4.12375
H 1.88668 1.09503 1.65604
H 0.59284 0.19367 -0.18746
H 2.49644 -0.56510 1.55644
H 0.03145 -1.52446 1.72563
H -0.74190 -0.09534 1.96524
H -1.92995 0.11621 0.01645
H -2.93862 -0.21973 -1.63158

---

# 5
# C18H26N5O4RuS2

A molecular structure, C18H26N5O4RuS2 in a non-equilibrium geometry (ωB97M-V/def2-TZVPD, the Open Molecules 2025 dataset).

- Relative energy (zero: lowest compared OMol25 entry of this formula, charge and spin): 0.176 eV
- Orbital gap (spin up / spin down): 0.2369 / 0.1416 Ha
- E_LUMO (spin up / spin down): -9.72 / -12.29 eV
- Charge: +3
- Max |F|: 3.20 eV Å⁻¹
- Calculated total energy: -58952.0617 eV
- 2S+1: 5

Cartesian coordinates (Å):
Ru 0.73528 -0.59182 1.39182
N 2.66748 -0.69852 0.28152
N 3.77708 -0.26952 1.04692
C 3.67678 0.01988 2.35772
N 4.74988 0.26548 3.07612
S 2.12898 0.06628 3.12502
H 2.78238 -1.68892 0.00332
H 2.61958 -0.15752 -0.59298
H 4.68808 -0.25182 0.58902
H 5.69238 0.25678 2.70922
H 4.64658 0.49198 4.05792
C 0.45068 -6.16452 5.43232
C -0.05722 -5.23882 4.40712
C 0.75278 -4.85222 3.32152
C 0.31958 -3.89862 2.42192
C -0.95822 -3.36802 2.56862
C -1.79232 -3.74522 3.61142
C -1.34932 -4.68652 4.51882
S -1.46592 -2.01432 1.52452
O -0.50872 -1.92702 0.36512
O -2.83892 -1.99732 1.20622
O -0.98542 -0.86312 2.39412
H 1.53678 -6.23192 5.42052
H 0.05438 -7.17352 5.24262
H 0.08788 -5.89412 6.42592
H 1.72118 -5.31522 3.20262
H 0.92328 -3.61152 1.56602
H -2.77132 -3.30122 3.69462
H -1.99152 -5.00422 5.32722
C -2.06512 1.32518 -4.95788
C -2.27042 2.59868 -4.12708
N -1.03842 3.33668 -3.96908
C -0.75482 4.31178 -4.99568
C 0.64538 4.84498 -5.14778
C -0.22352 3.20708 -2.87078
O 0.93178 3.57238 -2.85778
C -0.78542 2.62038 -1.59368
C -1.98792 3.01408 -1.00328
C -2.32892 2.48368 0.23232
C -1.43822 1.63888 0.87802
N -0.26812 1.30078 0.33622
C 0.05258 1.78098 -0.85758
H -3.02942 0.84278 -5.08768
H -1.38892 0.63698 -4.45768
H -1.66292 1.55498 -5.94018
H -2.64212 2.29518 -3.14958
H -3.01152 3.23488 -4.61468
H -1.45242 5.15588 -4.84898
H -1.06692 3.87358 -5.95918
H 1.03648 5.28898 -4.22358
H 0.64298 5.62578 -5.90768
H 1.35808 4.06668 -5.42008
H -2.64262 3.73698 -1.46748
H -3.26882 2.73438 0.70342
H -1.65872 1.24428 1.86582
H 1.02588 1.51838 -1.25528

---

# 6
# C6H11NO3S

C6H11NO3S in the gas phase in a non-equilibrium geometry (ωB97M-V/def2-TZVPD, the Open Molecules 2025 dataset).

- Structure (SMILES): C[S@@]1(=O)=N[C@H]2CCCO[C@H]2O1
- Relative energy (zero: lowest compared OMol25 entry of this formula, charge and spin): 3.902 eV
- Orbital gap: 0.3632 Ha
- E_LUMO: 0.67 eV
- Charge: 0
- Max |F|: 3.62 eV Å⁻¹
- Calculated total energy: -24864.7327 eV
- 2S+1: 1

Cartesian coordinates (Å):
C 1.70758 1.67665 -0.92197
S 2.03943 0.18327 0.11314
O 3.51463 0.10631 0.15653
N 1.20833 0.02266 1.42865
C 0.14866 -0.91974 1.21017
C -1.22542 -0.41088 1.45269
C -1.61710 0.56084 0.34178
C -1.52958 -0.03422 -1.04690
O -0.98201 -1.35170 -0.98186
C 0.16184 -1.58638 -0.30423
O 1.26870 -0.88072 -0.87360
H 2.64870 2.29972 -0.73658
H 1.80675 1.08748 -1.85758
H 0.65370 2.07379 -0.87395
H 0.39325 -1.81700 1.81178
H -1.32540 -0.07322 2.52871
H -1.92002 -1.21657 1.49995
H -2.66211 1.16829 0.38197
H -0.93946 1.41605 0.43959
H -2.49475 -0.22704 -1.45147
H -0.99779 0.57408 -1.79490
H 0.14207 -2.65168 -0.52192

---

# 7
# C6H9NO

A molecular structure, C6H9NO in a non-equilibrium geometry (ωB97M-V/def2-TZVPD, the Open Molecules 2025 dataset).

- Relative energy (zero: lowest compared OMol25 entry of this formula, charge and spin): 3.228 eV
- Orbital gap: 0.3656 Ha
- E_LUMO: 1.00 eV
- Charge: 0
- Max |F|: 5.49 eV Å⁻¹
- Calculated total energy: -9902.3763 eV
- 2S+1: 1

Cartesian coordinates (Å):
C -0.39180 0.40971 -1.87738
C 0.62966 -0.81731 -0.20801
C -0.68423 -0.63898 0.43410
C -0.50374 -0.17209 1.83814
C 0.77013 0.68458 0.19128
C -0.62791 0.77493 -0.39145
H -1.26587 0.01980 -2.49799
H 0.06812 1.23907 -2.30976
H -0.33758 -1.56324 -1.80025
H 1.31680 -1.72294 0.06520
H -1.70520 -1.16216 0.27010
H -0.22661 -0.88406 2.62977
H -1.37216 0.51443 2.18668
H 1.70015 1.26526 0.03600
H -1.18334 1.68358 -0.24365
N 0.40854 -0.83123 -1.64913
O 0.62415 0.62298 1.66098

---

# 8
# C5H9PSi

2 unconnected molecules or ions with the total composition C5H9PSi in a non-equilibrium geometry (ωB97M-V/def2-TZVPD, the Open Molecules 2025 dataset).

- Relative energy (zero: lowest compared OMol25 entry of this formula, charge and spin): 2.211 eV
- Orbital gap (spin up / spin down): 0.1847 / 0.3054 Ha
- E_LUMO (spin up / spin down): -1.24 / -0.36 eV
- Charge: 0
- Max |F|: 1.35 eV Å⁻¹
- Calculated total energy: -22492.7123 eV
- 2S+1: 1

Cartesian coordinates (Å):
C -2.34847 0.44243 0.95489
C -1.47435 1.19295 0.11501
C -2.04303 -0.86836 0.86519
C -0.60107 0.34956 -0.52839
C -0.89857 -1.05516 -0.06628
Si 0.73384 0.74669 -1.70021
P 3.60380 -0.45505 0.52430
H -3.13104 0.87110 1.55383
H -1.50757 2.26317 0.00602
H -2.52446 -1.68248 1.37476
H -0.03403 -1.48920 0.44280
H -1.14906 -1.72384 -0.89269
H 1.46405 -0.30696 -2.37398
H 0.99805 2.12305 -2.07768
H 4.80924 -0.04124 -0.00493
H 4.10266 -0.36668 1.80737